{
  "formula": "C6H10N4S",
  "method": "ωB97M-V/def2-TZVPD",
  "molar_mass_da": 170.24,
  "de_lowest_ev": 4.544,
  "e_lumo_ev": 0.48,
  "e_homo_ha": -0.315,
  "orbital_gap_ev": 9.05,
  "smiles": "N/N=C/c1csnn1.C=CC",
  "symbols": ["N", "N", "C", "C", "C", "S", "N", "N", "H", "H", "H", "H", "C", "C", "C", "H", "H", "H", "H", "H", "H"],
  "xyz": [[1.53171, -2.36752, -0.09620], [0.29721, -2.02578, 0.10816], [-0.44650, -2.45137, 1.01021], [-1.81795, -1.96585, 0.83300], [-2.27727, -0.92929, 0.04976], [-3.91306, -0.80166, 0.11283], [-3.94135, -2.19067, 1.15643], [-2.80553, -2.61411, 1.42156], [2.08513, -2.49142, 0.70887], [1.92252, -1.64478, -0.73151], [-0.13693, -3.12742, 1.70954], [-1.78631, -0.12426, -0.58965], [-1.14040, 2.68549, -0.03367], [-0.13079, 1.85882, 0.21345], [0.76304, 1.19779, -0.86241], [-1.60694, 2.98137, 0.90869], [-1.27641, 3.22777, -0.93949], [0.09998, 1.34127, 1.17872], [0.59109, 0.20404, -1.12179], [1.87177, 1.13655, -0.67311], [0.68829, 1.74641, -1.70788]],
  "lowdin_charge": [0.0321, -0.0889, -0.1000, -0.3829, -0.4258, 0.9886, -0.3022, -0.0590, 0.0795, 0.1006, 0.0940, 0.0753, -0.0182, -0.2226, -0.1131, 0.0596, 0.0532, 0.1060, 0.0104, 0.0902, 0.0230]
}

=====

{
  "formula": "C6H10N4S2",
  "method": "ωB97M-V/def2-TZVPD",
  "molar_mass_da": 202.31,
  "de_lowest_ev": 3.366,
  "e_lumo_ev": [-2.12, -0.21],
  "e_homo_ha": [-0.283, -0.316],
  "orbital_gap_ev": [5.57, 8.38],
  "symbols": ["C", "C", "C", "C", "C", "C", "N", "N", "N", "N", "S", "S", "H", "H", "H", "H", "H", "H", "H", "H", "H", "H"],
  "xyz": [[2.10708, -1.37301, -0.28223], [1.78577, 0.03526, -0.17193], [-1.20528, 0.92962, -0.22092], [-1.51520, -0.56728, -0.09294], [3.12474, -2.09600, 0.52618], [-2.41843, 1.71426, -0.68042], [1.28415, -1.88812, -1.15445], [-0.05718, 1.20637, -1.10069], [0.76687, 0.15226, -1.05570], [0.51405, -0.93805, -1.69162], [2.23740, 1.20211, 0.90972], [-0.93007, -1.56331, 1.18982], [-0.90424, 1.34428, 0.71484], [-1.32401, -1.24335, -0.98943], [3.96522, -2.31739, -0.10536], [2.75861, -2.93084, 1.09384], [3.48879, -1.24219, 1.22293], [-3.24048, 1.65037, 0.13655], [-2.77008, 1.24077, -1.56663], [-2.18157, 2.83977, -0.65626], [-0.37714, 1.46972, -2.03456], [-0.98378, -0.84816, 2.21902]],
  "lowdin_charge": [-0.3745, -0.7297, -0.4647, -0.4404, -0.0289, -0.0695, 0.0687, 0.0374, -0.2550, 0.0545, 0.7381, 0.8270, 0.1008, 0.0546, 0.0746, 0.0754, 0.0802, 0.1129, 0.0637, 0.1103, 0.1437, -0.1792]
}

=====

{
  "formula": "C6H10NO",
  "method": "ωB97M-V/def2-TZVPD",
  "molar_mass_da": 112.15,
  "de_lowest_ev": 4.498,
  "e_lumo_ev": -6.17,
  "total_charge": 1,
  "e_homo_ha": -0.550,
  "orbital_gap_ev": 8.80,
  "symbols": ["C", "C", "C", "C", "C", "C", "N", "O", "H", "H", "H", "H", "H", "H", "H", "H", "H", "H"],
  "xyz": [[0.08375, -0.23511, -0.01836], [-0.97430, -0.51878, 1.19099], [-2.28663, -0.49034, 0.38409], [-1.90334, 0.01495, -0.98129], [1.46413, -0.33182, -0.41137], [2.45976, -0.79802, -1.06600], [-0.48833, 0.20391, -1.10236], [2.32256, 1.79379, 0.86356], [-1.02538, -1.58066, 1.50611], [-0.79442, 0.10038, 2.05943], [-2.77856, -1.42170, 0.29752], [-2.93349, 0.26856, 0.79261], [-2.23052, -0.68014, -1.83521], [-2.39395, 0.97766, -1.11894], [2.37779, 2.40528, 1.66415], [2.72429, -1.28370, -1.98388], [3.18308, -0.19769, -0.56816], [3.19357, 1.77344, 0.32712]],
  "lowdin_charge": [-0.1734, -0.0312, -0.1621, -0.1879, 0.1477, 0.1610, 0.1621, -0.0952, 0.1212, 0.1122, 0.1065, 0.1168, 0.1675, 0.1358, 0.1023, 0.1290, 0.0924, 0.0954]
}

=====

{
  "formula": "C6H10NO",
  "method": "ωB97M-V/def2-TZVPD",
  "molar_mass_da": 112.15,
  "de_lowest_ev": 3.551,
  "e_lumo_ev": -6.56,
  "total_charge": 1,
  "e_homo_ha": -0.514,
  "orbital_gap_ev": 7.41,
  "symbols": ["C", "C", "C", "C", "C", "C", "N", "O", "H", "H", "H", "H", "H", "H", "H", "H", "H", "H"],
  "xyz": [[0.04948, -0.53536, 0.34175], [0.75109, 0.71957, 2.49524], [1.06398, 0.96929, -1.28956], [-0.52474, -1.70601, 0.63447], [-1.05753, -0.42015, -1.93921], [0.08353, -0.02496, -0.94773], [1.10146, 0.21746, 1.43073], [-0.33342, 0.94277, 3.09905], [1.64734, 1.16537, 2.96725], [1.60705, 0.54514, -2.21365], [0.75440, 1.83583, -1.86800], [1.67625, 1.12938, -0.37997], [-1.20628, 0.81520, 2.63407], [-0.59470, -2.12869, 1.56945], [-1.04744, -2.07013, -0.15817], [-1.15276, 0.35266, -2.68399], [-0.74849, -1.40702, -2.31747], [-2.06922, -0.40035, -1.37426]],
  "lowdin_charge": [-0.1590, -0.3966, 0.0061, 0.2283, 0.0129, -0.1594, 0.1252, 0.1342, 0.1608, 0.1762, 0.1233, 0.0958, 0.1668, 0.0895, 0.0553, 0.0842, 0.1169, 0.1395]
}

=====

{
  "formula": "C6H10O",
  "method": "ωB97M-V/def2-TZVPD",
  "molar_mass_da": 98.14,
  "de_lowest_ev": 0.919,
  "e_lumo_ev": 0.89,
  "e_homo_ha": -0.344,
  "orbital_gap_ev": 10.25,
  "smiles": "O=C1CC=CCC1.[H][H]",
  "symbols": ["O", "C", "C", "C", "C", "C", "C", "H", "H", "H", "H", "H", "H", "H", "H", "H", "H"],
  "xyz": [[-0.31894, -2.05425, -0.21224], [0.05066, -0.90914, -0.36121], [-0.22376, -0.12704, -1.62812], [-0.89149, 1.18287, -1.27292], [-0.90553, 1.68376, -0.03785], [-0.23037, 1.03410, 1.14391], [0.72877, -0.09183, 0.71702], [0.72544, 0.05796, -2.15336], [-0.84959, -0.73652, -2.28657], [-1.40490, 1.70493, -2.07780], [-1.44473, 2.60954, 0.15403], [-0.99290, 0.62519, 1.82083], [0.31719, 1.78733, 1.72321], [1.00534, -0.72770, 1.56114], [1.64092, 0.35262, 0.29743], [1.70760, -3.29283, 1.48829], [1.08628, -3.09900, 1.12420]],
  "lowdin_charge": [0.0449, -0.4107, -0.1132, -0.0922, -0.1050, -0.1794, -0.1207, 0.1277, 0.1204, 0.1018, 0.1018, 0.1207, 0.1119, 0.0982, 0.1300, 0.0446, 0.0192]
}

=====

{
  "formula": "C6H10O",
  "method": "ωB97M-V/def2-TZVPD",
  "molar_mass_da": 98.14,
  "de_lowest_ev": 0.303,
  "e_lumo_ev": 1.15,
  "e_homo_ha": -0.342,
  "orbital_gap_ev": 10.47,
  "smiles": "C[C@H]1CC=CCO1",
  "symbols": ["C", "C", "C", "C", "C", "C", "O", "H", "H", "H", "H", "H", "H", "H", "H", "H", "H"],
  "xyz": [[-2.23631, 0.25758, 0.14966], [-0.72863, 0.14860, 0.27975], [-0.15414, -1.22392, -0.07096], [1.35044, -1.15332, 0.02626], [1.97755, 0.01607, -0.07489], [1.23962, 1.29468, -0.36294], [-0.14450, 1.11693, -0.58041], [-2.73087, -0.51814, 0.74606], [-2.54043, 0.13973, -0.89394], [-2.57768, 1.23768, 0.49830], [-0.44354, 0.37846, 1.32179], [-0.46610, -1.50071, -1.08929], [-0.55333, -1.98936, 0.60612], [1.90868, -2.06688, 0.22400], [3.05682, 0.09645, 0.04462], [1.41114, 2.01572, 0.45587], [1.63128, 1.75043, -1.27999]],
  "lowdin_charge": [-0.0403, -0.4203, -0.1457, -0.0940, -0.0843, -0.2085, -0.1105, 0.0828, 0.0847, 0.0818, 0.1533, 0.1273, 0.1184, 0.1004, 0.1044, 0.1245, 0.1261]
}

=====

{
  "formula": "C6H10O",
  "method": "ωB97M-V/def2-TZVPD",
  "molar_mass_da": 98.14,
  "de_lowest_ev": 0.813,
  "e_lumo_ev": 0.99,
  "e_homo_ha": -0.308,
  "orbital_gap_ev": 9.36,
  "smiles": "C/C=C/C=C(/C)O",
  "symbols": ["C", "C", "C", "C", "C", "C", "O", "H", "H", "H", "H", "H", "H", "H", "H", "H", "H"],
  "xyz": [[2.77226, 0.50475, 1.76567], [1.67044, 0.18302, 0.79774], [0.68200, 0.95837, 0.40243], [-0.26960, 0.69474, -0.69787], [-1.13703, -0.31345, -0.79623], [-1.98357, -0.54578, -2.00359], [-1.44826, -1.12386, 0.25950], [3.16874, -0.41564, 2.18311], [2.47859, 1.11339, 2.61939], [3.59460, 1.02735, 1.28117], [1.79144, -0.80714, 0.36417], [0.71990, 1.99825, 0.71714], [-0.04436, 1.25092, -1.59748], [-1.60233, 0.09103, -2.80570], [-1.83052, -1.53290, -2.45675], [-3.04523, -0.43534, -1.80062], [-1.01375, -0.73219, 1.02800]],
  "lowdin_charge": [-0.1036, -0.1647, -0.1367, -0.0802, -0.4012, -0.0331, 0.0403, 0.0644, 0.0718, 0.0738, 0.1125, 0.1073, 0.1047, 0.0792, 0.0846, 0.0845, 0.0964]
}

=====

{
  "formula": "C6H10O",
  "method": "ωB97M-V/def2-TZVPD",
  "molar_mass_da": 98.14,
  "de_lowest_ev": 4.370,
  "e_lumo_ev": 1.14,
  "e_homo_ha": -0.312,
  "orbital_gap_ev": 9.63,
  "smiles": "C1C[C@H](C2CC2)O1",
  "symbols": ["C", "C", "C", "C", "C", "C", "O", "H", "H", "H", "H", "H", "H", "H", "H", "H", "H"],
  "xyz": [[-0.56760, 2.17794, -0.69483], [-0.64554, 0.41992, -1.23275], [0.51799, 0.45345, -0.26311], [0.85236, -0.65110, 0.69928], [-0.26477, -1.28961, 1.45955], [0.45509, -2.07018, 0.39858], [0.09421, 1.64385, 0.40872], [0.01632, 2.75607, -1.40561], [-1.41263, 2.81064, -0.31675], [-0.38498, 0.12841, -2.25542], [-1.57601, 1.00584, -1.04484], [1.43008, 0.70723, -0.84531], [1.80048, -0.49856, 1.21519], [-1.25771, -0.92837, 1.20759], [-0.11988, -1.53950, 2.50562], [1.14144, -2.86058, 0.69227], [-0.07884, -2.26544, -0.52819]],
  "lowdin_charge": [-0.1394, 0.0072, -0.3733, -0.2497, -0.1133, -0.1107, -0.1004, 0.0968, 0.1272, 0.0850, 0.0816, 0.1484, 0.1413, 0.1036, 0.1002, 0.0979, 0.0976]
}

=====

{
  "formula": "C6H10O",
  "method": "ωB97M-V/def2-TZVPD",
  "molar_mass_da": 98.14,
  "de_lowest_ev": 2.619,
  "e_lumo_ev": 0.96,
  "e_homo_ha": -0.314,
  "orbital_gap_ev": 9.51,
  "smiles": "C=C(C)C1(O)CC1",
  "symbols": ["C", "C", "C", "C", "O", "C", "C", "H", "H", "H", "H", "H", "H", "H", "H", "H", "H"],
  "xyz": [[-1.52052, 1.35305, -0.44282], [-0.77965, 0.34158, -0.01346], [-1.47132, -0.83575, 0.49112], [0.70993, 0.35212, 0.05418], [1.37478, 1.60886, 0.35161], [1.43957, -0.84244, 0.44661], [1.52447, -0.60104, -1.02947], [-2.60345, 1.33285, -0.38986], [-1.17968, 2.26112, -1.01894], [-0.81975, -1.75427, 0.59144], [-1.53414, -0.54373, 1.61879], [-2.49215, -1.09434, 0.31215], [0.73460, 2.32037, 0.42639], [1.04793, -1.81390, 0.64633], [2.34874, -0.68961, 1.19556], [2.42537, -0.32532, -1.53393], [0.79529, -1.06958, -1.70571]],
  "lowdin_charge": [0.0373, -0.3436, -0.0643, -0.3894, -0.0003, -0.1552, -0.0199, 0.0607, 0.0877, 0.0835, 0.1329, 0.0717, 0.0751, 0.0738, 0.1652, 0.0826, 0.1023]
}

=====

{
  "formula": "C6H10O",
  "method": "ωB97M-V/def2-TZVPD",
  "molar_mass_da": 98.14,
  "de_lowest_ev": 3.975,
  "e_lumo_ev": [-0.01, -0.01],
  "e_homo_ha": [-0.288, -0.288],
  "orbital_gap_ev": [7.84, 7.84],
  "smiles": "C=C=C(C)[C@H](C)O",
  "symbols": ["C", "C", "C", "C", "C", "C", "O", "H", "H", "H", "H", "H", "H", "H", "H", "H", "H"],
  "xyz": [[2.65150, 0.96673, 0.20798], [1.42433, 0.50062, 0.16532], [0.37477, -0.19568, -0.25593], [0.38302, -1.69710, -0.33274], [-0.87182, 0.58793, 0.07159], [-2.16375, -0.14088, 0.36548], [-1.14528, 1.58792, -0.89172], [2.86553, 2.01366, 0.03105], [3.48324, 0.29593, 0.39836], [0.47166, -2.14376, 0.66382], [-0.53442, -2.09460, -0.77254], [1.23892, -2.02943, -0.92803], [-0.30588, 1.17115, 0.97658], [-2.95744, 0.57194, 0.60882], [-2.50973, -0.68474, -0.52171], [-2.05170, -0.85160, 1.18771], [-0.35295, 2.14190, -0.97406]],
  "lowdin_charge": [0.0176, -0.0726, -0.2523, -0.0451, -0.4413, -0.0441, -0.0395, 0.0557, 0.0615, 0.0897, 0.0717, 0.0833, 0.1706, 0.0813, 0.0857, 0.0843, 0.0934]
}

=====

{
  "formula": "C6H10O",
  "method": "ωB97M-V/def2-TZVPD",
  "molar_mass_da": 98.14,
  "de_lowest_ev": 4.354,
  "e_lumo_ev": 0.82,
  "e_homo_ha": -0.270,
  "orbital_gap_ev": 8.17,
  "symbols": ["C", "C", "O", "C", "C", "C", "C", "H", "H", "H", "H", "H", "H", "H", "H", "H", "H"],
  "xyz": [[-0.43291, -0.32109, 1.22354], [-0.45657, 1.04111, 0.55631], [-0.22496, 0.91390, -0.87227], [-1.40352, 0.41077, -1.89982], [0.91767, 0.18099, -1.20899], [1.47922, -0.67387, -0.36610], [0.92418, -0.99680, 0.99522], [-1.24222, -0.92495, 0.79911], [-0.64069, -0.20207, 2.29248], [-1.42218, 1.54221, 0.63121], [0.33389, 1.69728, 0.93883], [-1.82066, -0.39982, -1.26823], [-2.07943, 1.27379, -1.76479], [1.22350, 0.40846, -2.21981], [2.38226, -1.17820, -0.69659], [1.64288, -0.68806, 1.76566], [0.81955, -2.08365, 1.09426]],
  "lowdin_charge": [-0.1638, -0.1289, -0.3048, 0.0139, -0.1167, -0.0632, -0.1798, 0.1111, 0.1204, 0.1334, 0.1422, -0.0164, -0.0144, 0.1250, 0.1106, 0.1154, 0.1161]
}

=====

{
  "formula": "C6H10O",
  "method": "ωB97M-V/def2-TZVPD",
  "molar_mass_da": 98.14,
  "de_lowest_ev": 6.079,
  "e_lumo_ev": [0.28, 0.26],
  "e_homo_ha": [-0.250, -0.248],
  "orbital_gap_ev": [7.09, 7.02],
  "symbols": ["C", "C", "C", "C", "C", "C", "O", "H", "H", "H", "H", "H", "H", "H", "H", "H", "H"],
  "xyz": [[0.46799, -0.85342, -1.43655], [-1.04814, -0.10469, -0.76084], [-0.76313, 1.33133, -0.27411], [0.54250, 1.20752, 0.51343], [0.62208, -0.29811, 0.54493], [-0.53912, -0.99054, 1.24111], [-1.56021, -0.89213, 0.28209], [0.49763, -0.20775, -2.32360], [1.53599, -1.01862, -1.20698], [0.06391, -1.83528, -1.69945], [-0.68135, 2.02370, -1.12051], [-1.61246, 1.65534, 0.33839], [0.58532, 1.65496, 1.52170], [1.38650, 1.61860, -0.05151], [1.60683, -0.72314, 0.77840], [-0.76362, -0.51511, 2.21857], [-0.33910, -2.05309, 1.43366]],
  "lowdin_charge": [-0.0534, -0.1739, -0.1713, -0.1787, -0.1427, -0.1855, -0.1407, 0.0795, 0.0589, 0.0795, 0.1034, 0.1146, 0.1146, 0.1141, 0.1236, 0.1309, 0.1269]
}

=====

{
  "formula": "C6H10O",
  "method": "ωB97M-V/def2-TZVPD",
  "molar_mass_da": 98.14,
  "de_lowest_ev": 1.213,
  "e_lumo_ev": 1.07,
  "e_homo_ha": -0.342,
  "orbital_gap_ev": 10.38,
  "smiles": "C[C@H]1CC=CCO1",
  "symbols": ["C", "C", "C", "C", "C", "C", "O", "H", "H", "H", "H", "H", "H", "H", "H", "H", "H"],
  "xyz": [[1.63490, -0.74970, -1.20504], [1.11275, -0.00917, 0.02500], [0.33778, 1.28019, -0.28144], [-0.86754, 1.42304, 0.60539], [-1.52785, 0.38720, 1.11295], [-1.07285, -1.01747, 0.90951], [0.31428, -1.08209, 0.66048], [2.67112, -1.09985, -1.14899], [1.43864, -0.28878, -2.18012], [0.96150, -1.59186, -1.03912], [1.89753, 0.20864, 0.76106], [0.01504, 1.29041, -1.33346], [0.98499, 2.16480, -0.18154], [-1.23210, 2.42487, 0.80478], [-2.41399, 0.54370, 1.71770], [-1.25520, -1.61976, 1.81426], [-1.68544, -1.51196, 0.12221]],
  "lowdin_charge": [-0.0351, -0.3247, -0.1413, -0.0983, -0.0853, -0.2154, -0.1630, 0.0774, 0.0754, 0.0827, 0.1418, 0.1160, 0.1189, 0.0990, 0.1019, 0.1228, 0.1273]
}

=====

{
  "formula": "C6H10O",
  "method": "ωB97M-V/def2-TZVPD",
  "molar_mass_da": 98.14,
  "de_lowest_ev": 1.907,
  "e_lumo_ev": 0.84,
  "e_homo_ha": -0.361,
  "orbital_gap_ev": 10.67,
  "smiles": "C=CCCCC=O",
  "symbols": ["C", "C", "C", "C", "C", "C", "O", "H", "H", "H", "H", "H", "H", "H", "H", "H", "H"],
  "xyz": [[-1.89883, 1.20293, -1.47700], [-0.79649, 1.80470, -1.12464], [-0.19181, 1.59085, 0.25033], [0.98080, 0.63705, 0.32970], [0.55713, -0.79625, -0.11060], [1.00221, -1.79579, 0.97655], [0.28671, -2.76033, 1.25442], [-2.48267, 0.62833, -0.85019], [-2.29823, 1.15350, -2.45970], [-0.10675, 2.20350, -1.94427], [-1.03733, 1.30868, 0.90555], [0.29395, 2.65356, 0.52448], [1.64085, 1.15200, -0.45422], [1.43143, 0.77677, 1.30645], [0.97137, -1.00206, -1.17252], [-0.58676, -0.83036, -0.33809], [1.96247, -1.82222, 1.38103]],
  "lowdin_charge": [-0.0179, -0.2032, -0.2652, -0.2386, -0.1401, -0.2265, 0.0196, 0.0367, 0.0499, 0.1280, 0.1158, 0.1474, 0.1252, 0.1022, 0.1435, 0.1280, 0.0952]
}

=====

What are the max |F| values for these records? In order: 3.486 3.196 3.309 7.273 0.472 0.233 1.224 2.886 5.106 3.261 0.417 0.353 1.475 5.231 eV Å⁻¹.